Below is a structure of composition C4H13NO3Tl in a non-equilibrium geometry, with properties calculated with ωB97M-V/def2-TZVPD.

ORCA input file:
```
! wB97M-V def2-TZVPD RIJCOSX def2/J DEFGRID3
* xyz 1 1
H -4.498 22.094 7.928
H -4.421 21.299 5.458
Tl -4.352 24.135 4.568
H -6.511 22.973 7.689
H -7.043 24.984 5.337
C -4.122 22.602 7.041
H -2.132 20.075 5.737
C -2.516 20.773 6.481
C -3.544 21.729 5.941
H -6.891 24.479 6.830
H -2.882 20.133 7.284
H -5.935 22.996 3.611
H -5.714 24.525 8.080
C -6.090 23.890 7.277
H -2.342 21.916 4.296
O -5.017 23.530 6.407
O -5.326 22.330 3.984
H -1.973 22.765 5.630
N -2.735 22.493 5.026
H -3.376 23.270 7.473
H -1.659 21.312 6.885
O -6.200 24.661 4.962
*
```

- Total energy: -612.671889 Eh
- HOMO: -13.804 eV
- LUMO energy: -6.79 eV
- Frontier orbital gap: 7.0 eV